1.
71
Properties=species:S:1:pos:R:3:forces:R:3 method="wB97M-V/def2-TZVPD" homo_lumo_gap_ev="5.23 / 5.23" lumo_energy_ev="-7.727 / -7.727" charge=+2 mol_weight_g_mol=848.55
W -0.3696 -0.4889 -0.1313 -0.15 -0.01 0.09
C 4.4568 -4.9396 0.2615 -0.02 0.02 -0.03
C 4.4942 -4.8127 -1.1266 0.01 -0.02 0.02
C 3.7658 -3.8261 -1.7832 -0.01 0.01 -0.04
C 2.9990 -2.9892 -0.9956 -0.01 0.01 0.15
C 2.1266 -1.8791 -1.3493 -0.10 -0.08 -0.04
N 1.5762 -1.3142 -0.2453 0.21 0.24 0.07
C 2.1161 -2.0375 0.8740 -0.08 -0.02 0.20
N 1.8864 -1.6597 2.0589 0.08 0.15 -0.12
C 1.1794 -0.5279 2.2098 0.04 -0.36 0.28
C 1.7719 0.7558 2.4734 -0.10 0.12 0.01
C 3.0729 1.1553 2.7473 0.06 -0.03 0.07
C 3.3015 2.5183 2.8446 -0.05 0.04 -0.01
C 2.2652 3.4449 2.6691 0.06 -0.05 0.01
C 0.9670 3.0420 2.3871 -0.07 0.07 0.05
C 0.7399 1.6806 2.2864 0.07 -0.06 0.00
C -0.4587 0.8992 1.9968 -0.12 0.08 0.18
N -1.7026 1.4734 1.9877 0.02 0.07 -0.04
C -2.0443 1.8823 0.8402 0.03 -0.07 0.21
N -1.2269 1.5337 -0.2861 0.14 0.10 -0.14
C -1.8198 2.0433 -1.3534 0.05 -0.11 0.08
N -1.3926 1.8801 -2.6136 -0.02 0.08 -0.12
C -0.4636 1.0420 -2.9110 -0.19 -0.05 0.17
N 0.1644 0.0639 -2.0891 0.06 0.05 -0.19
C 1.0985 -0.5533 -2.9074 -0.05 -0.19 0.16
N 1.9312 -1.5089 -2.5980 0.08 0.01 -0.06
C 1.0506 -0.0184 -4.2546 -0.04 0.14 -0.09
C 1.7773 -0.3347 -5.3855 0.03 -0.04 0.04
C 1.4863 0.3906 -6.5373 -0.02 0.03 -0.03
C 0.5093 1.3849 -6.5410 0.02 -0.03 -0.03
C -0.2178 1.6946 -5.3941 -0.03 0.03 0.04
C 0.0793 0.9696 -4.2585 0.14 -0.04 -0.12
C -3.0140 2.7987 -1.0019 -0.06 0.02 0.09
C -3.9095 3.5076 -1.7780 0.03 -0.03 -0.04
C -4.9901 4.0881 -1.1200 -0.02 0.01 0.02
C -5.1533 3.9586 0.2566 0.00 0.00 -0.02
C -4.2427 3.2463 1.0370 0.00 -0.01 0.04
C -3.1783 2.6716 0.3805 -0.06 0.05 -0.14
N -0.1709 -0.4443 2.0156 0.25 0.18 -0.59
C 2.9618 -3.1182 0.3922 0.04 -0.04 -0.15
C 3.6910 -4.0838 1.0514 0.00 -0.03 0.04
H 5.0380 -5.7196 0.7341 0.00 0.00 0.00
H 5.1051 -5.4964 -1.7000 0.00 0.00 -0.01
H 3.7938 -3.7160 -2.8583 0.01 -0.01 0.00
H 3.8672 0.4370 2.9005 0.00 0.00 -0.01
H 4.2962 2.8794 3.0674 0.00 -0.01 0.00
H 2.4879 4.4996 2.7594 -0.01 0.00 0.00
H 0.1695 3.7627 2.2636 0.01 0.00 -0.01
H 2.5317 -1.1087 -5.3750 0.00 0.00 0.00
H 2.0256 0.1802 -7.4507 0.00 0.00 0.00
H 0.3127 1.9244 -7.4575 0.00 0.00 0.00
H -0.9778 2.4633 -5.3919 0.00 0.00 0.00
H -3.7775 3.6029 -2.8469 0.00 0.00 0.00
H -5.7211 4.6488 -1.6862 0.00 0.00 0.00
H -6.0097 4.4197 0.7294 0.00 0.00 0.01
H -4.3755 3.1424 2.1050 0.00 0.00 0.00
H 3.6665 -4.1800 2.1283 0.00 0.00 0.00
O -4.3899 -0.6700 0.2585 0.01 0.04 0.03
C -3.4169 -1.3478 0.1261 -0.07 -0.08 -0.05
O -2.2232 -0.7095 -0.1209 -0.13 0.03 0.09
C -3.3422 -2.8076 0.1635 -0.02 -0.05 0.01
C -4.5317 -3.4973 0.4096 0.01 0.04 0.00
C -4.5524 -4.8755 0.4290 0.00 -0.04 0.00
C -3.3764 -5.5831 0.1965 -0.01 0.04 0.00
C -2.1918 -4.9128 -0.0436 0.04 -0.05 -0.02
C -2.1598 -3.5187 -0.0580 -0.02 0.14 0.03
S -0.5666 -2.8381 -0.3580 -0.02 -0.31 -0.12
H -5.4297 -2.9190 0.5783 -0.01 -0.01 0.00
H -5.4767 -5.4026 0.6197 0.00 0.00 0.00
H -3.3816 -6.6646 0.2067 -0.01 0.00 0.00
H -1.2784 -5.4675 -0.2157 0.00 0.00 0.00

=====

2.
84
Properties=species:S:1:pos:R:3:forces:R:3 method="wB97M-V/def2-TZVPD" homo_lumo_gap_ev="4.04 / 7.02" multiplicity=4 lumo_energy_ev="3.597 / 3.676" charge=-2 s2=3.82 mol_weight_g_mol=969.43
V 0.2094 -0.3612 -0.0437 1.21 0.95 -0.47
Cl 5.3090 -4.7878 -1.0013 0.09 -0.11 0.07
C 4.2242 -3.4453 -1.1713 -0.09 0.10 -0.01
C 3.1324 -3.3605 -0.3218 -0.05 0.08 0.08
C 2.2245 -2.3108 -0.4623 0.54 -0.01 -0.34
N 1.1257 -2.0488 0.3443 -0.13 -0.71 0.25
C 0.8024 -2.7594 1.4414 0.36 -0.17 -0.27
O 1.3060 -3.7994 1.8530 -0.11 0.06 0.05
C -0.3430 -2.1358 2.1828 -0.43 -0.02 0.32
C -0.8020 -2.6878 3.3703 0.11 -0.11 -0.09
C -1.8888 -2.1124 3.9984 -0.07 0.23 -0.15
C -2.4766 -0.9888 3.4264 0.04 -0.28 0.10
C -1.9462 -0.4901 2.2526 -0.17 0.26 -0.08
N -0.9111 -1.0534 1.6405 0.09 -0.28 0.42
C 2.3999 -1.3845 -1.5069 0.30 -0.39 0.09
C 3.5199 -1.4591 -2.3196 0.16 -0.10 0.26
C 4.4405 -2.4787 -2.1433 -0.16 0.01 0.03
Cl 5.8310 -2.5487 -3.1800 0.09 0.03 -0.10
N 1.3929 -0.4295 -1.7217 -0.19 0.54 -0.48
C 0.9137 -0.4948 -3.0043 0.44 -0.28 0.03
O 1.1918 -1.4051 -3.7847 -0.24 0.03 -0.20
C 0.0644 0.5995 -3.6168 0.01 0.12 0.01
C -0.9159 0.2480 -4.5447 -0.18 -0.11 0.07
C -1.6206 1.2526 -5.1803 -0.06 -0.01 0.10
C -1.2937 2.5753 -4.9160 0.02 0.10 0.03
C -0.2470 2.8233 -4.0424 -0.07 0.06 -0.03
N 0.4082 1.8618 -3.4074 0.22 0.00 0.52
H 2.9748 -4.1002 0.4449 0.07 -0.01 0.03
H -0.2900 -3.5568 3.7580 0.02 0.00 -0.02
H -2.2786 -2.5294 4.9180 0.03 0.02 0.03
H -3.3278 -0.5092 3.8879 0.01 0.06 -0.03
H -2.3493 0.4001 1.7850 0.05 0.00 -0.02
H 3.6625 -0.7274 -3.1016 0.00 -0.04 -0.02
H -1.1102 -0.7945 -4.7569 0.00 0.00 0.11
H -2.4258 1.0148 -5.8648 0.03 -0.05 -0.02
H -1.8315 3.3928 -5.3803 0.04 -0.01 -0.02
H 0.0974 3.8337 -3.8351 -0.11 -0.01 -0.03
C -2.0949 -3.3842 -1.9378 0.01 0.08 -0.02
C -2.8286 -2.0765 -2.0089 0.27 -0.02 0.05
N -4.0187 -2.0338 -2.5945 0.00 -0.11 0.00
C -4.6381 -0.8388 -2.6536 -0.04 0.05 0.02
C -4.1448 0.3412 -2.1583 -0.07 0.07 -0.04
C -4.9292 1.6134 -2.2994 0.07 0.00 -0.04
O -5.3776 2.1699 -1.0602 -0.06 -0.02 0.03
C -2.8669 0.3316 -1.5218 0.43 -0.39 0.10
C -2.2457 1.4803 -0.9945 -0.03 0.33 -0.32
N -1.0531 1.5953 -0.3799 0.79 -0.36 0.07
C -0.8532 2.8679 0.1796 -0.22 0.49 0.28
C -2.0031 3.4744 0.7428 0.16 0.06 0.15
C -2.0450 4.7676 1.2141 -0.11 0.07 0.03
C -0.9048 5.5472 1.1773 0.04 0.09 0.04
C 0.2635 4.9799 0.7042 -0.04 0.06 0.08
C 0.3228 3.6737 0.2315 -0.23 -0.53 -0.23
I 2.2691 3.1613 -0.3890 -0.35 -0.33 -0.16
C -2.2170 -0.9337 -1.4787 -1.41 0.39 -0.31
O -1.0248 -0.9834 -0.9468 -3.03 -1.99 -2.38
H -2.7603 -4.1979 -2.2170 -0.03 0.02 0.00
H -1.7030 -3.5492 -0.9324 0.04 -0.05 -0.04
H -1.2400 -3.3708 -2.6198 0.04 -0.02 0.05
H -5.6110 -0.8532 -3.1391 0.00 0.09 0.02
H -5.8367 1.4323 -2.8772 0.06 -0.04 -0.03
H -4.3256 2.3550 -2.8400 -0.03 0.03 0.01
H -4.6304 2.1581 -0.4531 0.00 -0.02 0.02
H -2.7678 2.4215 -1.1717 0.00 -0.12 -0.12
H -2.8983 2.8711 0.8341 0.08 0.00 0.04
H -2.9724 5.1644 1.6100 0.00 -0.03 0.04
H -0.9081 6.5700 1.5318 0.00 0.00 0.00
H 1.1678 5.5732 0.6923 0.01 -0.04 0.01
O 0.2876 1.1634 2.9791 0.19 -0.05 -0.41
C 1.2359 0.6283 2.4067 -0.10 0.50 1.72
O 1.2079 0.4278 1.0952 1.76 1.90 1.51
C 2.4079 0.1341 3.1292 -0.22 -0.06 -0.48
C 2.3660 0.0961 4.5370 0.09 0.03 0.02
C 3.4275 -0.3745 5.2630 -0.11 0.04 0.02
C 4.5877 -0.8260 4.5946 0.27 -0.10 0.21
C 4.6327 -0.8082 3.1835 0.07 0.00 -0.14
C 3.5576 -0.3418 2.4687 0.02 -0.02 0.10
N 5.6786 -1.2775 5.3319 -0.24 0.11 -0.15
O 6.7216 -1.6478 4.7253 0.02 -0.02 0.00
O 5.5968 -1.2975 6.5953 0.03 0.00 0.02
H 1.4677 0.4486 5.0270 0.02 0.01 0.02
H 3.4122 -0.4052 6.3419 0.00 -0.02 0.00
H 5.5279 -1.1650 2.6960 -0.02 -0.01 -0.01
H 3.5880 -0.3249 1.3852 0.02 -0.03 0.01

=====

3.
77
Properties=species:S:1:pos:R:3:forces:R:3 method="wB97M-V/def2-TZVPD" homo_lumo_gap_ev=4.92 lumo_energy_ev=4.112 charge=-2 mol_weight_g_mol=796.46
O 2.1894 3.1581 0.2570 -1.04 -1.52 -0.33
C 1.6195 2.1717 0.0558 1.82 1.98 0.21
Co 0.6203 0.7703 -0.3110 -0.81 0.02 4.22
C 1.0262 -0.5710 0.7699 0.91 -1.61 2.63
O 1.3050 -1.3937 1.5393 -0.74 1.38 -1.65
C -0.6001 1.6967 0.5330 -1.93 1.52 0.28
O -1.2630 2.4762 1.0832 0.77 -0.94 -0.40
C 0.3838 0.3530 -2.0517 -0.31 1.31 -3.16
C 1.7109 0.3027 -1.6320 0.83 -1.31 -2.30
C 3.0073 0.1997 -2.0252 -0.18 -0.33 -0.41
C 3.9800 -0.6934 -1.4578 0.97 0.36 0.66
C 5.3508 -0.5311 -1.7854 -0.41 -0.20 0.27
C 6.3270 -1.2875 -1.1511 -0.18 -0.14 0.06
C 5.9655 -2.2108 -0.1599 0.07 0.01 0.04
C 4.6141 -2.4431 0.1140 0.03 0.05 -0.43
C 3.6330 -1.7579 -0.5895 0.09 0.22 -0.34
Co -0.7953 -0.9880 -1.3531 0.34 -0.37 -0.62
C -0.5307 -2.4745 -0.5008 0.59 -1.25 0.42
O -0.4399 -3.5377 -0.0402 -0.21 0.46 -0.16
C -1.1385 -1.5481 -2.9483 -0.20 -0.30 -0.05
O -1.4386 -1.9795 -3.9850 0.25 0.30 0.36
P -2.7125 -0.3693 -0.8065 -0.16 0.00 -0.29
C -3.1684 -0.1603 0.9623 -0.40 -0.20 0.22
C -4.4971 0.0794 1.3432 0.21 0.12 0.57
C -4.8220 0.2302 2.6972 0.08 -0.08 -0.26
C -3.8273 0.1246 3.6759 0.07 0.06 -0.21
C -2.5123 -0.1532 3.2997 -0.24 -0.06 -0.03
C -2.1973 -0.3342 1.9515 0.00 -0.12 0.17
C -3.2403 1.1988 -1.6093 -0.49 0.24 0.23
C -3.7501 2.2856 -0.8871 -0.09 0.15 -0.47
C -4.1215 3.4610 -1.5503 0.13 -0.17 -0.10
C -3.9995 3.5525 -2.9392 -0.07 -0.05 0.16
C -3.4915 2.4725 -3.6663 -0.03 -0.21 0.30
C -3.1031 1.3042 -3.0036 -0.06 0.38 0.03
C -4.0808 -1.5175 -1.2870 -0.35 0.17 0.05
C -5.1734 -1.1471 -2.0826 -0.03 -0.45 0.03
C -6.1652 -2.0845 -2.3984 0.22 -0.04 0.12
C -6.0752 -3.3931 -1.9188 0.03 0.18 0.00
C -4.9940 -3.7641 -1.1149 0.06 0.32 0.00
C -4.0086 -2.8279 -0.7920 -0.24 -0.20 -0.20
H -0.0042 0.8830 -2.9271 0.22 0.39 0.28
H 3.3494 0.8092 -2.8736 -0.43 -0.81 -0.49
H 5.6097 0.2258 -2.5297 0.05 -0.16 0.22
H 7.3738 -1.1480 -1.4246 -0.17 -0.02 0.16
H 6.7266 -2.7630 0.3933 -0.11 0.15 -0.17
H 4.3143 -3.1709 0.8688 0.12 0.11 -0.21
H 2.5833 -2.0371 -0.4944 0.35 0.23 0.13
H -5.2753 0.1476 0.5803 0.18 0.02 0.21
H -5.8566 0.4315 2.9803 0.25 -0.07 -0.02
H -4.0785 0.2502 4.7313 0.05 0.00 -0.29
H -1.7261 -0.2297 4.0532 -0.23 -0.07 -0.23
H -1.1824 -0.6365 1.6782 -0.46 0.28 0.00
H -3.8733 2.2134 0.1918 0.12 0.08 -0.28
H -4.5057 4.3027 -0.9698 0.10 -0.21 -0.21
H -4.3149 4.4612 -3.4559 0.14 -0.21 0.13
H -3.4037 2.5319 -4.7520 0.02 0.01 0.27
H -2.6910 0.4720 -3.5775 -0.08 0.19 0.22
H -5.2531 -0.1305 -2.4654 0.02 -0.22 0.10
H -7.0076 -1.7835 -3.0227 0.18 -0.10 0.14
H -6.8513 -4.1197 -2.1622 0.19 0.16 0.03
H -4.9178 -4.7841 -0.7376 -0.01 0.24 -0.07
H -3.1719 -3.1260 -0.1574 -0.16 0.12 -0.21
F 3.8621 -0.5145 4.9449 -0.29 -0.07 -0.30
C 3.6043 -0.2283 3.6337 -0.10 0.43 -0.98
F 3.7218 -1.4105 2.9490 -0.33 0.71 0.81
F 2.2928 0.1696 3.5674 0.48 -0.67 0.40
C 4.5025 0.8228 3.0779 -0.19 -0.02 -0.66
C 4.4145 1.1385 1.6411 0.09 -0.13 0.47
O 3.5116 0.7034 0.8850 0.36 0.04 0.65
C 5.4676 2.0016 1.1591 -0.18 -0.19 0.03
C 6.4223 2.5294 1.9978 -0.37 0.11 -0.16
C 6.3558 2.3346 3.3808 0.12 0.06 0.68
C 5.3722 1.4914 3.9116 0.72 0.15 -0.30
H 5.4420 2.2075 0.0882 0.15 -0.07 0.22
H 7.2106 3.1458 1.5696 -0.03 0.02 0.10
H 7.0682 2.8232 4.0478 -0.15 -0.11 -0.17
H 5.3214 1.3164 4.9840 0.11 -0.01 -0.14

=====

4.
80
Properties=species:S:1:pos:R:3:forces:R:3 method="wB97M-V/def2-TZVPD" homo_lumo_gap_ev="4.20 / 2.16" multiplicity=4 lumo_energy_ev="-10.878 / -12.734" charge=+3 s2=3.82 mol_weight_g_mol=784.50
C -5.1815 0.7804 -5.8757 -0.05 -0.39 0.02
C -4.2327 0.0966 -4.9574 -0.05 0.96 0.36
C -3.7514 -1.1873 -5.0639 1.56 -1.98 0.84
C -2.7975 -1.5416 -4.0435 -1.80 -0.74 -3.18
C -2.5613 -0.5116 -3.1687 -0.53 1.71 1.07
B -1.5155 -0.4814 -1.9164 0.33 0.06 -1.88
C -0.1377 -0.1686 -2.7305 -1.05 -0.16 1.13
C 0.2348 1.1395 -2.9598 1.00 0.68 -0.52
C 1.4419 1.4096 -3.6078 -0.50 0.32 0.06
C 1.8306 2.8403 -3.8275 0.22 1.18 -0.66
F 2.6875 3.0043 -4.8758 -0.84 -0.19 1.13
F 0.7386 3.6295 -4.0542 1.03 -0.66 0.24
F 2.4615 3.3671 -2.7156 -0.40 -0.30 -0.74
C 2.2855 0.3879 -4.0195 -0.03 -0.08 0.12
C 1.8840 -0.9169 -3.7711 -0.08 -0.25 0.02
C 2.7688 -2.0640 -4.1518 0.66 -1.02 -0.77
F 2.9899 -2.8950 -3.0726 -0.13 0.53 -0.79
F 2.2086 -2.8463 -5.1207 0.53 0.76 0.92
F 3.9937 -1.6621 -4.6008 -1.12 -0.38 0.50
C 0.6647 -1.2014 -3.1501 1.15 -0.45 -0.46
O -1.8662 0.5597 -0.9837 0.07 -0.31 1.05
C -2.4970 -0.1147 0.0973 -0.46 0.37 -0.02
C -2.3714 -1.6337 -0.1656 -0.42 -0.40 -0.11
O -1.5460 -1.7867 -1.3083 0.35 0.11 1.12
S -3.5330 0.8696 -3.5482 0.14 -0.03 -0.13
H -5.5759 0.0701 -6.6108 0.11 0.14 0.18
H -6.0237 1.1960 -5.3113 0.16 0.12 -0.11
H -4.6777 1.5864 -6.4248 -0.09 -0.02 0.22
H -4.0754 -1.8488 -5.8691 0.16 0.11 0.30
H -2.2982 -2.5083 -4.0109 -0.13 0.25 0.11
H -0.3787 1.9653 -2.6135 -0.06 -0.09 -0.09
H 3.2299 0.6028 -4.5080 -0.15 -0.04 -0.02
H 0.3863 -2.2394 -2.9653 0.00 0.21 -0.03
H -2.0134 0.1770 1.0369 -0.30 -0.04 -0.26
H -3.5516 0.1947 0.1641 0.18 -0.11 0.02
H -1.9272 -2.1696 0.6853 -0.29 0.10 -0.37
H -3.3659 -2.0714 -0.3605 0.27 0.08 0.13
O 2.3869 2.6740 7.5335 -3.92 0.00 -4.07
C 1.6203 2.6850 6.6553 4.77 -0.51 6.17
Cr 0.6741 2.8282 5.0036 -0.19 0.60 0.67
C 2.0643 1.7499 4.3062 5.30 -3.31 -2.20
O 3.0209 1.1781 3.9618 -4.32 2.35 1.40
C 1.9293 4.2507 4.8207 5.44 4.65 -0.58
O 2.8339 4.9846 4.8423 -4.33 -3.16 -0.18
C -1.2088 3.7967 5.6124 -0.72 0.86 0.54
C -1.1873 2.4570 6.0175 -0.42 -0.28 0.37
C -0.9203 1.4425 5.0848 -0.66 -1.54 -0.17
C -0.7543 1.7526 3.7117 0.09 -1.18 -1.26
C -0.4613 0.7229 2.7250 1.30 -0.93 -0.23
C 0.0154 -0.1542 1.9960 -1.87 2.66 2.04
C 0.5724 -1.2281 1.2843 2.18 -1.43 -0.78
C 1.5565 -0.8657 0.2892 -1.41 0.07 0.47
C 1.6444 0.5133 -0.0470 0.53 0.89 0.08
C 2.7649 1.0257 -0.6760 -0.64 0.34 0.15
C 3.7928 0.1741 -1.0774 -0.18 -0.13 0.17
C 3.6598 -1.2055 -0.8735 -0.27 -0.63 0.25
C 2.5036 -1.7360 -0.2998 0.84 -0.25 -0.27
C 0.3684 -2.5346 1.9134 -0.17 0.31 0.73
C -0.8011 -2.6960 2.7130 -0.08 -0.06 0.34
C -1.0639 -3.8740 3.4011 -0.09 0.49 -0.15
C -0.1674 -4.9442 3.3142 0.01 0.14 -0.40
C 1.0029 -4.8053 2.5567 0.12 0.10 -0.02
C 1.3123 -3.5905 1.9405 0.06 -0.23 -0.34
C -0.6257 3.1149 3.3594 -0.26 0.01 -1.64
C -0.8964 4.1283 4.2903 -0.44 0.64 -0.22
H -1.4404 4.5795 6.3413 0.21 -0.23 -0.26
H -1.3511 2.1937 7.0633 0.08 0.09 -0.22
H -0.8552 0.3962 5.4003 -0.16 0.41 -0.10
H 0.8333 1.1879 0.2362 0.28 -0.23 -0.10
H 2.8269 2.0949 -0.8713 -0.03 -0.34 -0.06
H 4.6651 0.5804 -1.5909 -0.14 -0.17 0.22
H 4.4755 -1.8588 -1.1832 -0.45 0.04 -0.12
H 2.3146 -2.8077 -0.3114 0.28 0.28 0.04
H -1.4992 -1.8564 2.8065 0.17 -0.50 -0.14
H -1.9758 -3.9541 4.0002 0.38 -0.02 -0.24
H -0.3868 -5.8738 3.8399 0.14 0.21 -0.19
H 1.6803 -5.6601 2.4636 -0.09 0.49 0.18
H 2.3097 -3.4206 1.5246 -0.48 -0.33 0.14
H -0.3290 3.3571 2.3330 -0.27 0.00 0.40
H -0.8319 5.1694 3.9681 -0.01 -0.23 0.19

=====

Which of these has the highest charge? C39H27BCrF6O5S

=====

What is the charge in the fourth record? +3

=====

Which of these has the highest charge? C39H27BCrF6O5S